Entry 1:
Molecular formula: C3H5N3
Method: DFT, the ωB97M-V functional and the def2-TZVPD basis

```
11
Properties=species:S:1:pos:R:3:forces:R:3:lowdin_charge:R:1
N 1.222596 1.286193 -0.329401 0.1 0.0 0.1 0.050
N -1.948186 -0.243899 -0.234940 0.0 0.0 -0.1 0.060
N 1.864622 0.120977 -0.286050 -0.2 0.2 -0.5 -0.053
C 0.136023 0.645924 0.437150 0.0 -0.4 0.3 -0.352
C 0.955614 -0.646087 0.306893 0.3 0.2 0.9 -0.108
C -0.680703 -0.023294 -0.551067 -0.1 0.4 -0.8 -0.172
H -0.209729 1.138044 1.357011 0.1 -0.2 -0.2 0.138
H -2.529216 -0.718297 -0.900861 -0.1 0.0 -0.1 0.081
H -2.450183 0.210153 0.515219 0.1 0.0 0.4 0.093
H 2.653296 -0.081055 -0.887255 0.0 -0.1 0.0 0.156
H 0.985869 -1.688656 0.573301 -0.1 0.1 0.1 0.106
```
Forces are in eV/Å.

Gap between HOMO and LUMO in Ha: 0.309
Relative energy (zero: lowest compared OMol25 entry of this formula, charge and spin) in kcal/mol: 133.8

***

Entry 2:
Molecular formula: C3H5N3
Method: DFT, the ωB97M-V functional and the def2-TZVPD basis

```
11
Properties=species:S:1:pos:R:3:forces:R:3:lowdin_charge:R:1
N -1.189370 0.005219 -0.460835 0.3 0.1 0.1 0.060
N -1.257236 -0.772686 0.650843 0.1 0.2 0.2 -0.053
N 0.521786 1.244416 -1.522053 0.0 -0.1 -0.1 0.091
C 0.828546 -0.107685 0.577725 0.1 0.0 0.0 -0.041
C -0.073202 -0.837030 1.305151 -0.1 0.0 0.0 -0.124
C 0.073248 0.391502 -0.516784 -0.2 0.0 0.1 -0.442
H 1.474993 1.062204 -1.804259 -0.1 0.0 0.0 0.082
H -2.158947 -0.884651 1.079261 0.0 -0.3 -0.1 0.139
H 0.038002 -1.423458 2.207551 0.0 0.2 -0.1 0.111
H -0.104996 1.247564 -2.316077 0.1 0.0 0.1 0.083
H 1.862536 0.092453 0.816883 -0.1 -0.1 -0.1 0.093
```
Forces are in eV/Å.

Gap between HOMO and LUMO in Ha: 0.349
SMILES: Nc1cc[nH]n1
Relative energy (zero: lowest compared OMol25 entry of this formula, charge and spin) in kcal/mol: 11.2

***

Entry 3:
Molecular formula: C3H5N3
Method: DFT, the ωB97M-V functional and the def2-TZVPD basis

```
11
Properties=species:S:1:pos:R:3:forces:R:3:lowdin_charge:R:1
N 2.042877 -0.010505 -0.113689 0.0 -0.2 0.1 0.067
N -0.090915 -1.203505 0.454481 -0.1 0.4 0.0 0.091
N -1.455576 0.437540 -0.147006 0.0 -0.1 -0.1 0.032
C -0.195835 0.822633 -0.526992 0.0 0.0 0.0 -0.078
C -1.343102 -0.802916 0.421813 0.0 0.2 -0.1 -0.209
C 0.637526 -0.176148 -0.120619 -0.1 0.2 0.2 -0.421
H -2.211178 -1.349176 0.795029 0.4 0.2 -0.2 0.115
H 0.010057 1.736542 -1.062640 0.0 -0.1 0.2 0.112
H -2.265457 1.027115 -0.261083 -0.1 -0.4 0.1 0.143
H 2.310289 0.417908 0.766496 0.2 -0.1 -0.2 0.076
H 2.580329 -0.857010 -0.244680 -0.2 -0.1 0.1 0.071
```
Forces are in eV/Å.

Gap between HOMO and LUMO in Ha: 0.347
SMILES: Nc1c[nH]cn1
Relative energy (zero: lowest compared OMol25 entry of this formula, charge and spin) in kcal/mol: 4.1

***

Entry 4:
Molecular formula: C3H5N3
Method: DFT, the ωB97M-V functional and the def2-TZVPD basis

```
11
Properties=species:S:1:pos:R:3:forces:R:3:lowdin_charge:R:1
N -0.420004 -1.275854 -1.263831 -0.1 0.3 0.0 0.011
N 0.889598 0.301689 1.620521 0.0 0.1 0.0 0.092
N 0.205554 -1.155497 -0.078634 0.2 0.0 0.1 -0.006
C -0.685403 0.814512 -0.389567 0.1 0.0 0.1 -0.039
C -0.954973 -0.083091 -1.453196 0.0 -0.1 -0.1 -0.192
C 0.122868 0.081391 0.464052 0.0 -0.2 -0.2 -0.376
H 1.863504 0.081551 1.434316 -0.2 0.1 0.1 0.089
H -1.073570 1.818538 -0.281369 0.3 -0.1 0.0 0.089
H -1.450143 0.126658 -2.393571 -0.2 -0.1 0.3 0.096
H 0.836891 1.236495 1.999433 -0.2 0.0 -0.1 0.085
H 0.665678 -1.946390 0.341845 0.0 0.0 -0.1 0.152
```
Forces are in eV/Å.

Gap between HOMO and LUMO in Ha: 0.345
SMILES: Nc1ccn[nH]1
Relative energy (zero: lowest compared OMol25 entry of this formula, charge and spin) in kcal/mol: 15.0

***

Entry 5:
Molecular formula: C3H5N3
Method: DFT, the ωB97M-V functional and the def2-TZVPD basis

```
11
Properties=species:S:1:pos:R:3:forces:R:3:lowdin_charge:R:1
N 2.018915 0.128232 -0.356418 0.1 -1.1 -0.5 0.058
N 0.254968 -1.149804 0.700226 -0.3 0.4 -0.1 0.059
N -1.743079 0.453706 -0.065451 1.8 -1.1 0.4 0.082
C -1.790847 -0.655805 0.397871 2.2 0.8 -0.3 0.050
C 0.794294 -0.173742 -0.006637 -0.1 0.9 -0.1 -0.647
C -0.115265 0.983316 -0.283305 -2.3 -0.3 0.1 -0.016
H 2.034192 0.735398 -1.186418 -0.1 0.1 0.8 0.019
H -0.005299 1.781200 0.461247 -0.2 -0.3 -0.3 0.113
H -0.063967 1.355311 -1.308456 -0.2 0.0 0.3 0.103
H -2.270165 -1.553979 0.769527 -0.1 0.5 -0.2 0.099
H 0.930207 -1.908897 0.870679 -0.8 0.2 -0.1 0.081
```
Forces are in eV/Å.

Gap between HOMO and LUMO in Ha: 0.308
Relative energy (zero: lowest compared OMol25 entry of this formula, charge and spin) in kcal/mol: 90.2

***

Entry 6:
Molecular formula: C3H5N3
Method: DFT, the ωB97M-V functional and the def2-TZVPD basis

```
11
Properties=species:S:1:pos:R:3:forces:R:3:lowdin_charge:R:1
N 1.420570 1.120739 -0.045670 0.3 -0.4 -0.1 -0.044
N 2.339695 0.287609 -0.080772 -0.1 0.7 -0.2 0.047
N -2.038785 -0.141732 -0.792771 0.0 0.0 0.0 0.106
C -0.810077 -0.303911 -0.210714 0.1 -0.1 0.2 -0.304
C 0.128931 -1.022701 0.334014 -0.1 0.1 -0.2 0.031
C 0.222237 0.457067 0.503063 -0.1 0.1 0.3 -0.286
H 0.777720 -1.878454 0.370717 -0.4 -0.1 0.4 0.086
H -2.619581 -0.962469 -0.668977 0.0 0.1 -0.2 0.097
H 3.192225 0.781779 -0.376248 -0.1 0.1 -0.1 0.056
H -2.501434 0.682593 -0.427658 0.0 -0.1 -0.2 0.095
H -0.096092 1.039643 1.378591 0.3 -0.3 0.2 0.116
```
Forces are in eV/Å.

Gap between HOMO and LUMO in Ha: 0.338
SMILES: [H]/N=N/[C@@H]1C=C1N
Relative energy (zero: lowest compared OMol25 entry of this formula, charge and spin) in kcal/mol: 97.3

***

Entry 7:
Molecular formula: C3H5N3
Method: DFT, the ωB97M-V functional and the def2-TZVPD basis

```
11
Properties=species:S:1:pos:R:3:forces:R:3:lowdin_charge:R:1
N -0.855558 -0.817437 -0.216212 0.1 0.0 0.1 0.017
N 0.918896 -0.016788 -1.440146 0.0 0.2 0.0 0.084
N -1.523192 -0.890519 0.947369 -0.3 0.1 0.7 -0.130
C 0.536336 0.896458 0.799208 0.0 -0.1 -0.1 0.044
C -2.035530 -0.712078 1.989569 0.3 -0.2 -0.8 0.030
C 0.236684 0.096584 -0.222938 0.0 0.1 0.2 -0.458
H -0.612490 -1.739151 -0.565348 0.0 0.1 0.1 0.147
H 1.301512 1.656445 0.700619 0.0 -0.1 -0.1 0.055
H 1.697615 0.626484 -1.497236 -0.1 -0.1 0.0 0.089
H 0.310460 0.093630 -2.244168 0.0 0.0 0.1 0.092
H 0.025266 0.806371 1.749283 0.1 0.0 -0.2 0.031
```
Forces are in eV/Å.

Gap between HOMO and LUMO in Ha: 0.357
Relative energy (zero: lowest compared OMol25 entry of this formula, charge and spin) in kcal/mol: 66.5

***

Entry 8:
Molecular formula: C3H5N3
Method: DFT, the ωB97M-V functional and the def2-TZVPD basis

```
11
Properties=species:S:1:pos:R:3:forces:R:3:lowdin_charge:R:1
N -1.670431 -0.231335 0.619010 0.0 -0.1 -0.1 0.048
N 0.164727 1.930439 -0.374122 0.2 -0.1 0.0 0.050
N 1.153275 1.269667 0.001237 0.5 -0.2 0.2 -0.213
C -0.841274 -1.165984 0.100331 0.3 -0.4 -0.2 -0.314
C -0.061809 -1.992637 -0.311675 -0.4 0.4 0.2 0.056
C 2.079344 0.742133 0.518498 -0.6 0.3 -0.3 0.097
H -2.653572 -0.460112 0.566271 0.1 0.0 0.0 0.090
H 0.312539 2.213591 -1.344428 0.0 0.0 0.1 0.076
H 2.370191 -0.290783 0.613110 0.0 0.1 0.0 0.057
H -1.450700 0.716407 0.317493 0.0 -0.1 0.1 0.043
H 0.597713 -2.731386 -0.705721 -0.1 0.1 0.1 0.009
```
Forces are in eV/Å.

Gap between HOMO and LUMO in Ha: 0.355
Relative energy (zero: lowest compared OMol25 entry of this formula, charge and spin) in kcal/mol: 119.6

***

Entry 9:
Molecular formula: C3H5N3
Method: DFT, the ωB97M-V functional and the def2-TZVPD basis

```
11
Properties=species:S:1:pos:R:3:forces:R:3:lowdin_charge:R:1
N 1.336614 1.544291 2.607820 -0.5 -0.6 -0.8 0.157
N -0.178180 -1.046389 0.965108 -0.1 0.0 -0.1 0.139
N 0.262373 0.825367 -0.489988 0.0 -0.2 0.3 0.022
C 0.850763 0.953923 1.740389 0.5 0.6 0.8 -0.147
C -0.240279 0.188785 -1.687523 -0.1 -0.1 -0.1 -0.136
C 0.250934 0.220134 0.625861 0.0 0.2 -0.2 -0.459
H -0.832973 -1.517096 0.359241 0.1 0.1 0.0 0.093
H -1.329309 0.035897 -1.660890 0.1 0.0 0.1 0.081
H -0.280448 -1.254727 1.947974 0.0 0.1 -0.2 0.100
H -0.023244 0.847777 -2.532258 -0.1 -0.2 0.1 0.070
H 0.240816 -0.780634 -1.882536 -0.1 0.1 0.1 0.081
```
Forces are in eV/Å.

Gap between HOMO and LUMO in Ha: 0.389
SMILES: C/N=C(\N)C#N
Relative energy (zero: lowest compared OMol25 entry of this formula, charge and spin) in kcal/mol: 21.3

***

Entry 10:
Molecular formula: C3H5N3
Method: DFT, the ωB97M-V functional and the def2-TZVPD basis

```
11
Properties=species:S:1:pos:R:3:forces:R:3:lowdin_charge:R:1
N -1.943647 -0.303622 -0.688826 0.3 -0.1 -0.2 -0.231
N 0.331969 1.870184 0.645629 0.7 -0.9 0.0 0.134
N -2.902549 -0.221415 0.084549 0.2 0.0 -0.2 0.078
C 1.055357 0.968751 0.688665 -0.6 0.8 0.0 -0.303
C 1.964589 -0.175372 0.717792 0.0 -0.1 0.0 -0.077
C -0.920824 -0.480681 -1.285078 -0.6 0.1 0.3 0.039
H 1.434690 -1.071834 0.383422 0.1 0.1 0.1 0.070
H -0.419097 0.240212 -1.915241 -0.1 0.0 0.1 0.055
H 2.811500 0.007910 0.051530 -0.1 0.0 0.1 0.084
H -3.751417 -0.501124 -0.414415 0.1 0.0 0.0 0.069
H 2.339428 -0.333009 1.731973 -0.1 0.0 -0.1 0.083
```
Forces are in eV/Å.

Gap between HOMO and LUMO in Ha: 0.367
Relative energy (zero: lowest compared OMol25 entry of this formula, charge and spin) in kcal/mol: 82.6